The following is a quantum chemistry calculation of a molecular structure, C3H2N3O2S at a distorted geometry, from the OMol25 dataset.

Results
gap between HOMO and LUMO (spin up / spin down) = 6.7 / 6.7 eV
total charge = -1
energy above the lowest of the compared OMol25 structures with the same formula, charge and spin = 77.94 kcal/mol
HOMO energy (spin up / spin down) = -0.1187 / -0.1185 Ha
max |F| = 4.56 eV/Å

```
11
C3H2N3O2S wB97M-V/def2-TZVPD
C 0.823 0.464 -0.122
C 0.386 2.463 -0.951
C -1.211 1.358 -0.607
N 1.292 1.622 -0.561
N -0.506 0.303 -0.125
N -2.533 1.277 -0.797
O -3.089 0.186 -0.463
O -3.175 2.228 -1.276
S 0.337 3.969 -1.511
H 1.477 -0.314 0.231
H -0.967 -0.552 0.174
```

***

The following is a quantum chemistry calculation of a gas-phase ion, C3H10N3 (charge +1) at a distorted geometry, from the OMol25 dataset.

Results
SMILES = C/[NH+]=C\NCN
gap between HOMO and LUMO = 11.1 eV
total charge = +1
energy above the lowest of the compared OMol25 structures with the same formula, charge and spin = 26.59 kcal/mol
HOMO energy = -0.5235 Ha
max |F| = 1.32 eV/Å

```
16
C3H10N3 wB97M-V/def2-TZVPD
C 1.482 0.088 0.428
C -0.389 -1.312 -0.259
C -1.581 0.798 0.367
N 0.997 0.901 -0.657
N 0.825 -1.192 0.227
N -1.410 -0.502 -0.243
H 2.567 -0.096 0.439
H 1.205 0.537 1.387
H -0.605 -2.293 -0.678
H -2.636 0.930 0.596
H -1.013 0.871 1.288
H -1.266 1.589 -0.314
H 1.435 0.632 -1.535
H 1.408 -2.016 0.214
H 1.211 1.881 -0.510
H -2.229 -0.814 -0.751
```

***

The following is a quantum chemistry calculation of 2 unconnected molecules or ions with the total composition C3H5O3 at a distorted geometry, from the OMol25 dataset.

Results
gap between HOMO and LUMO = 7.6 eV
total charge = -1
energy above the lowest of the compared OMol25 structures with the same formula, charge and spin = 33.67 kcal/mol
HOMO energy = -0.1423 Ha
max |F| = 4.43 eV/Å

```
11
C3H5O3 wB97M-V/def2-TZVPD
O 2.402 -1.298 -0.089
C 1.218 -0.875 0.110
C 0.015 -1.955 -0.035
H 1.062 0.263 0.125
H 0.486 -2.836 -0.376
H -0.585 -2.386 0.925
H -0.733 -1.486 -0.617
O -1.322 1.691 0.776
C -1.037 2.682 0.032
O -1.576 3.284 -0.958
H 0.071 2.915 0.107
```

***

The following is a quantum chemistry calculation of a single C3H5NO3 molecule at a distorted geometry, from the OMol25 dataset.

Results
gap between HOMO and LUMO (spin up / spin down) = 6.2 / 6.2 eV
total charge = 0
energy above the lowest of the compared OMol25 structures with the same formula, charge and spin = 136.40 kcal/mol
HOMO energy (spin up / spin down) = -0.2300 / -0.2302 Ha
max |F| = 4.28 eV/Å

```
12
C3H5NO3 wB97M-V/def2-TZVPD
C -1.697 0.549 -0.820
C -0.134 0.232 -1.242
C 0.747 -0.385 0.808
N -2.063 0.740 0.316
O 0.297 -0.680 -0.341
O 1.226 0.812 1.117
O 0.979 -1.395 1.701
H -2.282 0.696 -1.667
H 0.236 -0.173 -2.196
H 0.289 1.257 -1.004
H 1.684 0.668 1.883
H 0.718 -2.320 1.444
```

***

The following is a quantum chemistry calculation of a single C19H25N3O5 molecule at a distorted geometry, from the OMol25 dataset.

Results
SMILES = COc1cc(-c2noc(CCC(=O)NC3CCCC3)n2)cc(OC)c1OC
gap between HOMO and LUMO = 8.9 eV
total charge = 0
energy above the lowest of the compared OMol25 structures with the same formula, charge and spin = 103.13 kcal/mol
HOMO energy = -0.3031 Ha
max |F| = 1.23 eV/Å

```
52
C19H25N3O5 wB97M-V/def2-TZVPD
C 5.455 -2.089 1.588
H 6.065 -2.041 0.682
O 4.077 -2.123 1.284
C 3.456 -1.117 0.617
C 2.139 -1.415 0.266
C 1.364 -0.500 -0.422
C 1.885 0.749 -0.753
C 3.180 1.073 -0.393
C 3.996 0.135 0.280
O 5.282 0.428 0.664
C 6.136 1.079 -0.257
H 6.009 2.162 -0.228
H 7.150 0.823 0.055
H 5.969 0.723 -1.277
O 3.742 2.295 -0.638
C 2.972 3.266 -1.304
H 2.685 2.935 -2.306
H 3.615 4.142 -1.382
H 2.074 3.526 -0.735
H 1.249 1.443 -1.275
C 0.011 -0.841 -0.801
N -0.768 -0.076 -1.525
O -1.936 -0.772 -1.647
C -1.775 -1.920 -0.969
N -0.600 -2.012 -0.437
C -2.882 -2.902 -0.888
C -4.251 -2.212 -0.894
H -4.390 -1.653 -1.820
H -5.027 -2.973 -0.812
C -4.348 -1.297 0.325
O -4.552 -1.729 1.440
N -4.176 0.012 0.053
H -3.951 0.303 -0.886
C -4.115 1.033 1.077
H -4.341 0.517 2.013
C -2.726 1.709 1.111
C -2.991 3.213 1.030
C -4.284 3.306 0.226
H -4.078 3.132 -0.832
H -4.773 4.273 0.327
C -5.121 2.166 0.800
H -5.582 2.481 1.736
H -5.911 1.836 0.127
H -3.150 3.621 2.029
H -2.166 3.751 0.566
H -2.145 1.389 0.244
H -2.166 1.436 2.003
H -2.749 -3.477 0.030
H -2.805 -3.588 -1.736
H 1.740 -2.380 0.530
H 5.650 -3.030 2.102
H 5.707 -1.253 2.241
```

***

The following is a quantum chemistry calculation of 2 unconnected molecules or ions with the total composition C33H54ClFN3OS4 at a distorted geometry, from the OMol25 dataset.

Results
gap between HOMO and LUMO = 6.9 eV
total charge = +1
HOMO energy = -0.3808 Ha
max |F| = 2.82 eV/Å

```
97
C33H54ClFN3OS4 wB97M-V/def2-TZVPD
C -3.607 9.583 2.313
C -4.453 8.305 2.161
C -3.617 7.076 1.870
C -4.437 5.782 2.096
C -3.844 4.569 1.371
C -2.477 4.196 1.948
C -1.737 3.176 1.083
C -2.426 1.781 1.108
N -1.403 0.695 1.081
C -1.437 0.026 2.399
C -0.525 -1.183 2.542
C -0.930 -2.021 3.795
C 0.054 -1.878 4.973
C 0.405 -0.432 5.336
C -0.795 0.307 5.922
C -0.469 1.735 6.393
C 0.617 1.807 7.469
C -1.691 -0.209 0.022
S -3.062 -1.028 -0.185
S -0.359 -0.387 -1.205
C 0.404 -2.009 -0.842
C 0.593 -2.797 -2.132
C 1.728 -2.230 -3.017
C 3.031 -2.963 -2.762
N 3.285 -4.100 -3.692
C 4.754 -4.496 -3.450
N 4.632 -5.557 -2.451
C 5.553 -5.757 -1.651
S 6.446 -5.879 -0.410
C 5.462 -3.172 -3.101
C 6.600 -2.916 -4.122
C 7.962 -2.587 -3.517
O 8.672 -1.722 -3.976
Cl 8.550 -3.537 -2.123
C 4.294 -2.106 -3.034
S 4.196 -0.877 -4.366
H -3.264 9.938 1.341
H -2.726 9.379 2.920
H -4.225 10.370 2.739
H -5.188 8.492 1.377
H -5.013 8.188 3.091
H -3.266 7.046 0.837
H -2.770 7.026 2.554
H -4.396 5.559 3.166
H -5.482 5.942 1.833
H -4.505 3.725 1.593
H -3.806 4.709 0.290
H -2.621 3.773 2.947
H -1.825 5.063 2.048
H -1.751 3.516 0.047
H -0.712 3.024 1.417
H -3.099 1.737 0.257
H -3.039 1.749 2.011
H -2.456 -0.229 2.708
H -1.085 0.769 3.116
H 0.516 -0.883 2.652
H -0.582 -1.860 1.694
H -0.890 -3.066 3.487
H -1.956 -1.814 4.090
H 0.933 -2.505 4.832
H -0.455 -2.289 5.850
H 1.189 -0.476 6.092
H 0.843 0.119 4.500
H -1.629 0.384 5.224
H -1.161 -0.279 6.769
H -0.147 2.349 5.551
H -1.397 2.127 6.809
H 0.263 1.415 8.421
H 1.526 1.278 7.193
H 0.899 2.852 7.597
H 1.348 -1.826 -0.330
H -0.285 -2.578 -0.226
H 0.854 -3.823 -1.842
H -0.351 -2.853 -2.667
H 1.826 -1.165 -2.830
H 1.452 -2.382 -4.061
H 3.130 -3.383 -1.762
H 3.212 -3.846 -4.676
H 2.753 -4.936 -3.441
H 5.031 -4.922 -4.413
H 5.924 -3.097 -2.119
H 6.776 -3.803 -4.732
H 6.400 -2.103 -4.813
H 4.515 -1.532 -2.137
H 3.137 -1.270 -5.097
F -0.293 -1.657 -5.579
C -1.084 -2.617 -6.117
C -2.211 -3.015 -5.427
C -3.021 -3.996 -5.980
C -2.690 -4.567 -7.202
C -1.550 -4.154 -7.877
C -0.739 -3.166 -7.335
H -2.448 -2.560 -4.473
H -3.912 -4.315 -5.456
H -3.324 -5.333 -7.629
H -1.292 -4.599 -8.828
H 0.148 -2.822 -7.850
```

***

The following is a quantum chemistry calculation of a molecular structure, C11H15O8PY at a distorted geometry, from the OMol25 dataset.

Results
gap between HOMO and LUMO (spin up / spin down) = 4.8 / 4.8 eV
total charge = +3
energy above the lowest of the compared OMol25 structures with the same formula, charge and spin = 227.15 kcal/mol
HOMO energy (spin up / spin down) = -0.7303 / -0.7303 Ha
max |F| = 13.05 eV/Å

```
36
C11H15O8PY wB97M-V/def2-TZVPD
O 2.444 -0.667 -3.360
C 1.395 -0.267 -3.077
Y -0.425 0.407 -2.315
O -1.086 0.940 -5.647
C -0.869 0.770 -4.596
C -2.308 1.153 -2.085
O -3.338 1.546 -1.812
C 0.314 2.347 -2.423
O 0.732 3.383 -2.345
C -1.222 -1.463 -2.723
O -1.643 -2.500 -2.812
C 3.692 -0.849 0.841
C 2.724 -0.464 -0.237
O 2.039 0.667 0.094
P 0.269 0.405 0.257
O 0.345 0.864 1.822
C 0.772 -0.111 2.893
C 0.108 -1.454 2.644
O -1.449 -0.091 0.277
C -2.255 0.948 1.071
C -3.610 0.389 1.144
H 4.322 -0.017 1.080
H 4.292 -1.642 0.417
H 3.215 -1.250 1.729
H 3.188 -0.152 -1.108
H 2.030 -1.317 -0.455
H 1.857 -0.196 2.939
H 0.408 0.321 3.735
H 0.468 -1.983 1.763
H 0.343 -2.056 3.516
H -0.976 -1.345 2.603
H -2.142 1.860 0.544
H -1.775 0.964 2.032
H -3.625 -0.549 1.668
H -4.164 1.117 1.733
H -4.071 0.293 0.191
```

***

Number 1: energy -828.35946 Eh. Number 2: energy -284.33360 Eh. Number 3: energy -343.03444 Eh. Number 4: energy -397.61932 Eh. Number 5: energy -1279.43274 Eh. Number 6: energy -3681.82486 Eh. Number 7: energy -1408.29280 Eh.